No. 1
This record from OMol25 describes a 2-piece molecular cluster, C5H11NO overall in a non-equilibrium geometry. The level of theory is ωB97M-V with the def2-TZVPD basis set.

```
18
Properties=species:S:1:pos:R:3
C -1.527 2.339 0.783
C -1.141 1.474 -0.163
C -1.667 0.068 -0.120
N -1.715 -0.436 1.180
C -1.207 -0.837 -1.026
C 0.068 -0.451 -1.676
H -2.420 2.111 1.429
H -1.176 3.348 0.853
H -0.343 1.718 -0.844
H -1.331 -1.407 1.432
H -1.739 0.242 1.927
H -1.729 -1.730 -1.511
H -0.053 0.470 -2.306
H 0.830 -0.226 -0.891
H 0.427 -1.406 -2.358
O 5.119 -1.533 0.751
H 5.764 -1.913 1.309
H 5.664 -1.453 -0.100
```

Output
SMILES: C=C/C(N)=C\C.O
Orbital gap (eV): 7.5
Spin multiplicity: 1

No. 2
This record from OMol25 describes a 2-piece molecular cluster, C4H9NO3 overall in a non-equilibrium geometry. The level of theory is ωB97M-V with the def2-TZVPD basis set.

```
17
Properties=species:S:1:pos:R:3
C 1.877 -0.126 -1.165
C 0.834 -0.020 -0.052
C 1.354 0.878 1.064
O 1.075 2.033 1.215
N -0.456 0.506 -0.534
C -1.287 -0.235 -1.285
O -2.448 0.077 -1.477
H 1.795 0.779 -1.754
H 1.813 -1.062 -1.703
H 2.863 -0.109 -0.689
H 0.610 -0.951 0.460
H 2.038 0.391 1.783
H -0.833 1.293 -0.048
H -0.821 -1.100 -1.772
O -0.898 -2.219 1.892
H -0.991 -1.824 1.025
H -1.763 -2.563 2.155
```

Output
SMILES: C[C@@H](C=O)NC=O.O
Orbital gap (eV): 10.6
Spin multiplicity: 1

No. 3
This record from OMol25 describes one molecule with the formula C34H52N18O2. The level of theory is ωB97M-V with the def2-TZVPD basis set.

```
106
Properties=species:S:1:pos:R:3
C -6.409 -2.470 -2.510
C -5.354 -2.316 -1.712
N -4.578 -3.396 -1.289
N -3.984 -3.344 -0.022
C -2.634 -3.165 0.085
N -2.051 -2.886 1.201
H -2.699 -2.873 1.983
N -1.916 -3.380 -1.041
H -0.935 -3.148 -1.055
H -2.427 -3.418 -1.906
H -4.553 -3.031 0.784
H -5.016 -4.295 -1.476
C -4.919 -0.974 -1.261
C -3.667 -0.463 -1.569
C -3.320 0.834 -1.188
C -4.200 1.567 -0.397
C -5.439 1.044 -0.051
C -5.813 -0.206 -0.521
H -6.798 -0.602 -0.319
C -6.289 1.808 0.894
C -6.848 2.974 0.592
H -6.708 3.415 -0.376
H -7.432 3.527 1.308
N -6.314 1.278 2.200
H -6.904 1.805 2.835
N -6.458 -0.100 2.390
C -5.370 -0.943 2.238
N -5.476 -2.205 2.059
H -6.433 -2.540 2.037
N -4.154 -0.367 2.394
H -3.353 -0.912 2.120
H -4.104 0.633 2.296
H -7.344 -0.508 2.097
H -3.929 2.555 -0.064
N -2.104 1.370 -1.614
C -1.896 2.685 -1.904
O -2.694 3.571 -1.676
C -0.575 2.938 -2.609
C 0.113 4.190 -2.064
C 0.630 4.015 -0.637
C 1.661 2.892 -0.526
C 2.452 2.902 0.781
C 3.431 4.074 0.881
C 4.443 3.920 2.023
C 5.734 3.209 1.591
C 5.491 1.830 1.017
O 5.640 1.563 -0.161
N 5.099 0.910 1.938
C 4.659 -0.380 1.567
C 3.405 -0.824 1.957
C 2.927 -2.041 1.490
C 3.714 -2.808 0.637
C 4.976 -2.372 0.263
C 5.453 -1.157 0.737
H 6.432 -0.803 0.451
C 5.770 -3.123 -0.741
C 6.505 -4.191 -0.449
H 6.541 -4.577 0.551
H 7.073 -4.711 -1.201
N 5.606 -2.644 -2.041
N 5.162 -1.341 -2.263
C 3.802 -1.107 -2.066
N 2.886 -1.985 -2.224
H 3.257 -2.885 -2.514
N 3.497 0.183 -1.784
H 4.201 0.764 -1.351
H 2.534 0.379 -1.565
H 5.762 -0.593 -1.917
H 6.278 -2.969 -2.725
H 3.331 -3.742 0.257
C 1.571 -2.498 1.845
C 1.165 -2.591 3.113
H 1.832 -2.386 3.930
H 0.176 -2.938 3.356
N 0.792 -2.935 0.777
N 0.749 -2.171 -0.408
C 0.144 -0.939 -0.465
N 0.185 -0.194 -1.513
H 0.769 -0.581 -2.248
N -0.551 -0.536 0.641
H -1.001 -1.299 1.150
H -1.136 0.269 0.479
H 1.548 -2.275 -1.057
H -0.162 -3.185 1.069
H 2.778 -0.213 2.590
H 4.819 1.243 2.849
H 6.406 3.121 2.449
H 6.229 3.802 0.821
H 4.727 4.907 2.393
H 3.974 3.387 2.854
H 2.867 4.995 1.033
H 3.971 4.171 -0.062
H 3.005 1.963 0.837
H 1.761 2.929 1.628
H 2.365 2.971 -1.359
H 1.147 1.933 -0.607
H 1.078 4.960 -0.323
H -0.210 3.809 0.030
H -0.608 5.011 -2.083
H 0.947 4.454 -2.718
H -0.816 3.101 -3.663
H 0.072 2.068 -2.536
H -1.315 0.717 -1.782
H -2.967 -1.045 -2.151
H -6.934 -1.620 -2.903
H -6.739 -3.443 -2.832
```

Output
Orbital gap (eV): 8.7
Spin multiplicity: 1

No. 4
This record from OMol25 describes a 10-piece molecular cluster, C28H62Cl4O11 overall in a non-equilibrium geometry. The level of theory is ωB97M-V with the def2-TZVPD basis set.

```
105
Properties=species:S:1:pos:R:3
C 2.335 -4.190 4.234
C 3.189 -5.357 4.371
C 4.615 -4.967 3.908
O 4.490 -3.564 3.806
C 3.193 -3.194 3.430
H 2.123 -3.824 5.238
H 1.388 -4.394 3.734
H 2.744 -6.129 3.743
H 3.127 -5.886 5.322
H 4.943 -5.470 2.998
H 5.283 -5.203 4.737
H 3.356 -3.236 2.353
H 2.881 -2.174 3.654
C 0.561 5.347 -5.426
C 1.586 6.067 -4.512
C 1.930 4.957 -3.593
O 1.092 3.887 -3.907
C 0.812 3.846 -5.307
H 0.718 5.575 -6.480
H -0.484 5.522 -5.169
H 1.129 6.834 -3.887
H 2.423 6.486 -5.071
H 1.960 5.103 -2.513
H 2.947 4.635 -3.815
H -0.125 3.309 -5.452
H 1.704 3.362 -5.705
C 5.324 1.414 0.606
C 5.416 1.159 -0.854
C 6.798 1.742 -1.174
O 7.593 1.486 -0.093
C 6.771 1.197 1.085
H 4.525 0.803 1.026
H 4.916 2.419 0.713
H 4.519 1.492 -1.376
H 5.493 0.085 -1.021
H 6.721 2.821 -1.306
H 7.301 1.380 -2.071
H 6.985 1.863 1.921
H 6.772 0.156 1.407
C 5.304 -3.624 -5.735
C 4.699 -4.085 -4.449
C 4.786 -5.606 -4.548
O 4.440 -5.834 -5.944
C 5.183 -4.827 -6.673
H 6.286 -3.205 -5.513
H 4.637 -2.795 -5.972
H 3.654 -3.806 -4.312
H 5.196 -3.696 -3.561
H 4.079 -6.096 -3.879
H 5.768 -6.031 -4.339
H 4.773 -4.601 -7.657
H 6.168 -5.206 -6.946
C -4.915 -6.027 3.169
C -6.151 -6.775 3.557
C -7.272 -5.788 3.176
O -6.528 -4.586 2.829
C -5.324 -4.974 2.212
H -4.133 -6.665 2.758
H -4.430 -5.474 3.973
H -6.307 -7.136 4.573
H -6.186 -7.706 2.990
H -7.994 -5.590 3.968
H -7.787 -6.052 2.253
H -4.578 -4.179 2.217
H -5.525 -5.260 1.180
Cl -0.779 -0.744 1.167
C -0.539 0.356 -0.256
Cl 0.064 -0.432 -1.813
H -1.507 0.805 -0.479
H 0.168 1.148 -0.012
Cl -4.631 0.443 -4.437
C -3.809 -0.975 -5.182
Cl -4.395 -2.580 -4.685
H -3.938 -0.894 -6.262
H -2.742 -0.933 -4.964
O -2.971 4.856 0.299
C -3.092 6.033 -0.406
C -3.571 5.689 -1.791
O -4.205 6.804 -2.526
H -3.164 5.036 1.223
H -3.675 6.698 0.231
H -2.098 6.456 -0.265
H -4.341 4.929 -1.656
H -2.801 5.181 -2.371
H -4.965 6.521 -3.040
O -8.171 1.527 3.440
C -7.304 0.541 2.822
C -6.762 0.897 1.446
O -7.885 1.530 0.633
H -8.158 1.430 4.395
H -6.448 0.472 3.494
H -7.850 -0.402 2.860
H -6.427 0.013 0.902
H -6.105 1.757 1.574
H -8.358 1.863 1.399
O 1.162 5.375 6.630
C 1.197 4.303 5.617
C -0.258 4.160 5.197
O -0.881 5.364 4.852
H 1.511 6.175 6.229
H 1.886 4.590 4.822
H 1.447 3.333 6.046
H -0.933 3.783 5.966
H -0.333 3.510 4.326
H -1.234 5.646 5.699
```

Output
SMILES: C1CCOC1.C1CCOC1.C1CCOC1.C1CCOC1.C1CCOC1.ClCCl.ClCCl.OCCO.OCCO.OCCO
Orbital gap (eV): 9.6
Spin multiplicity: 1

What is the orbital gap in the fourth record?
9.6 eV

What did the first record say?
This record from OMol25 describes a 2-piece molecular cluster, C5H11NO overall in a non-equilibrium geometry. The level of theory is ωB97M-V with the def2-TZVPD basis set.

```
18
Properties=species:S:1:pos:R:3
C -1.527 2.339 0.783
C -1.141 1.474 -0.163
C -1.667 0.068 -0.120
N -1.715 -0.436 1.180
C -1.207 -0.837 -1.026
C 0.068 -0.451 -1.676
H -2.420 2.111 1.429
H -1.176 3.348 0.853
H -0.343 1.718 -0.844
H -1.331 -1.407 1.432
H -1.739 0.242 1.927
H -1.729 -1.730 -1.511
H -0.053 0.470 -2.306
H 0.830 -0.226 -0.891
H 0.427 -1.406 -2.358
O 5.119 -1.533 0.751
H 5.764 -1.913 1.309
H 5.664 -1.453 -0.100
```

Output
SMILES: C=C/C(N)=C\C.O
Orbital gap (eV): 7.5
Spin multiplicity: 1